Record 1
DFT (wB97M-V/def2-TZVPD) results for C30H56O13Sn2 as an isolated structure in a non-equilibrium geometry.

Geometry (Å):
Sn1 11.02973 -7.28153 -7.29561
Sn2 11.61390 -11.79841 -8.85006
C1 13.09550 -9.79727 -6.36337
O1 13.60100 -8.65577 -6.26926
O2 13.75032 -10.74117 -6.88087
O3 11.82066 -9.95701 -6.30536
C2 9.94973 -8.91064 -10.02501
O4 9.23261 -9.88807 -9.78688
O5 9.36986 -7.78889 -9.95333
O6 11.19505 -9.00265 -10.00952
C3 8.27501 -10.95962 -5.51611
C4 8.15100 -12.39803 -5.04887
C5 8.33235 -13.26747 -6.28395
O7 9.01338 -12.38828 -7.20761
C6 8.50512 -11.06456 -7.01567
H1 9.07701 -10.38479 -5.05300
H2 7.38717 -10.37844 -5.26701
H3 7.17197 -12.60202 -4.61531
H4 8.96857 -12.59527 -4.35548
H5 7.39712 -13.64810 -6.69449
H6 9.03010 -14.09285 -6.14252
H7 7.59344 -10.90140 -7.59040
H8 9.21549 -10.28429 -7.28888
C7 12.09325 -12.97777 -13.99370
C8 11.72317 -11.55419 -14.24852
C9 11.46196 -10.96810 -12.84477
O8 11.48214 -12.08729 -11.95730
C10 11.35290 -13.27110 -12.72073
H9 13.16769 -13.06235 -13.83082
H10 11.76185 -13.59600 -14.82801
H11 10.84561 -11.45054 -14.88669
H12 12.50667 -10.93477 -14.68505
H13 10.49164 -10.47301 -12.80643
H14 12.28317 -10.30481 -12.57318
H15 10.30164 -13.43265 -12.95919
H16 11.77328 -14.18846 -12.30862
C11 12.30514 -15.64386 -5.40055
C12 11.84867 -14.54373 -4.45127
C13 11.99082 -13.36223 -5.36328
O9 11.51305 -13.88547 -6.62933
C14 11.73913 -15.27014 -6.81568
H17 11.93456 -16.62208 -5.09419
H18 13.37499 -15.82822 -5.49828
H19 12.45828 -14.45262 -3.55229
H20 10.82509 -14.61085 -4.08265
H21 13.01960 -13.00700 -5.42275
H22 11.34359 -12.54437 -5.04660
H23 12.47572 -15.42080 -7.60486
H24 10.77077 -15.74047 -6.98656
C15 8.59579 -15.78206 -9.22450
C16 7.49058 -14.92522 -9.79350
C17 8.16726 -13.61563 -10.16415
O10 9.57347 -13.89876 -9.91419
C18 9.81596 -15.32258 -9.94948
H25 8.39911 -16.85414 -9.21802
H26 8.79742 -15.49078 -8.19367
H27 6.69697 -14.74998 -9.06716
H28 7.09109 -15.38942 -10.69518
H29 7.75486 -12.77775 -9.60203
H30 8.03840 -13.31978 -11.20529
H31 10.80057 -15.60523 -9.57698
H32 9.83927 -15.65617 -10.98692
C19 16.52511 -10.93811 -10.66943
C20 15.93021 -9.61584 -10.10434
C21 14.36874 -9.78448 -10.30583
O11 14.24983 -11.21880 -10.41337
C22 15.34723 -11.59885 -11.25636
H33 16.94795 -11.59886 -9.91266
H34 17.26857 -10.80066 -11.45459
H35 16.22187 -8.75581 -10.70715
H36 16.07116 -9.48836 -9.03104
H37 13.94970 -9.24129 -11.15285
H38 13.81285 -9.43240 -9.43686
H39 15.21569 -11.47905 -12.33174
H40 15.50940 -12.67116 -11.14704
C23 4.88279 -11.76832 -12.14470
C24 5.66825 -10.54732 -12.70456
C25 6.61010 -10.15759 -11.55132
O12 5.76277 -10.35244 -10.43627
C26 4.78590 -11.43341 -10.64381
H41 5.35897 -12.74175 -12.26212
H42 3.86713 -11.88527 -12.52265
H43 4.95922 -9.73463 -12.86233
H44 6.13546 -10.65204 -13.68377
H45 7.04768 -9.16246 -11.63088
H46 7.47716 -10.80888 -11.44121
H47 3.81312 -10.98497 -10.44206
H48 4.96726 -12.38544 -10.14496
C27 15.14959 -15.93945 -10.04084
C28 15.22156 -15.48309 -8.60414
C29 14.64946 -14.07247 -8.64380
O13 13.59218 -14.22237 -9.64059
C30 13.91017 -15.22613 -10.58143
H49 15.03505 -17.01013 -10.20998
H50 15.99388 -15.63268 -10.65823
H51 16.24169 -15.51016 -8.22111
H52 14.63621 -16.14921 -7.97032
H53 15.42925 -13.36088 -8.91526
H54 14.28193 -13.69986 -7.68767
H55 14.14172 -14.76787 -11.54293
H56 13.05466 -15.90066 -10.61621

Atomic forces in eV per Å
Sn 1.091 -3.211 -1.142
Sn -0.477 1.294 -0.073
C 0.464 0.025 -3.436
O -0.180 2.579 0.760
O 0.530 -1.848 0.061
O -3.466 0.802 -0.011
C -1.961 0.632 2.642
O -0.963 -4.201 -0.321
O 0.081 3.287 0.354
O 4.671 -0.555 0.458
C -0.557 0.810 0.035
C 0.000 -0.473 0.540
C 1.216 0.820 -0.533
O 0.045 0.190 -0.533
C -0.277 0.250 0.542
H 0.330 -0.480 0.104
H -0.242 -0.077 -0.217
H 0.208 0.013 0.397
H -0.312 -0.253 0.283
H -0.181 0.143 -0.176
H -0.170 -0.099 0.116
H -0.043 -0.101 -0.184
H 0.248 -0.478 -0.587
C 0.191 -0.148 -0.682
C -0.066 1.689 -0.026
C 0.096 -0.327 -0.483
O 0.240 -0.515 1.074
C -0.196 -0.188 -0.671
H 0.058 -0.225 -0.073
H 0.288 -0.293 0.097
H -0.064 -0.139 0.041
H 0.085 -0.303 -0.359
H 0.104 0.185 0.296
H -0.331 0.129 0.328
H -0.310 -0.203 0.128
H -0.122 0.358 0.933
C -0.615 -2.039 -0.571
C 0.799 0.048 0.085
C -0.498 -0.104 -0.005
O -0.181 1.958 -1.037
C 0.598 0.520 2.464
H -0.192 -0.111 0.033
H 0.216 0.691 0.380
H 0.240 -0.073 -0.112
H -0.165 -0.449 -0.372
H 0.027 0.073 -0.271
H 0.071 0.188 -0.485
H -0.247 -0.222 -0.148
H 0.112 -0.165 -0.361
C 0.280 -0.811 1.136
C -0.683 -0.093 -0.338
C 0.599 -0.454 -0.050
O 1.060 1.048 -0.016
C -0.657 0.841 -1.061
H -0.035 -0.007 -0.249
H -0.300 -0.060 0.266
H -0.126 -0.206 -0.147
H -0.271 -0.127 0.108
H 0.825 0.090 0.451
H 0.098 -0.279 -0.241
H -0.132 0.510 0.629
H -0.239 -0.068 -0.404
C 0.629 1.208 0.138
C -1.242 0.078 -0.506
C 1.274 -0.401 0.865
O -0.528 0.399 -0.969
C -0.884 -2.057 0.510
H 0.060 0.343 0.204
H 0.247 0.275 0.209
H 0.433 0.104 0.420
H 0.442 0.141 -0.220
H 0.142 -0.290 -0.398
H 0.022 -0.291 0.112
H -0.484 0.784 -0.074
H -0.518 -0.300 0.041
C 0.017 0.527 0.003
C -0.115 -0.154 -0.210
C -0.488 -1.275 -0.784
O -0.740 -0.541 1.491
C 0.991 1.306 -1.643
H 0.389 0.160 -0.267
H 0.086 0.165 -0.391
H -0.127 0.144 0.234
H 0.227 -0.492 0.094
H -0.574 0.217 0.450
H 0.136 -0.275 -0.272
H 0.048 -0.299 0.476
H 0.192 0.465 0.935
C -0.217 -0.236 -1.036
C 0.647 -0.184 0.587
C 0.040 -0.941 -0.492
O -0.105 1.496 1.232
C 0.302 -0.047 0.370
H 0.157 -0.079 0.373
H 0.289 0.103 0.344
H 0.022 0.070 0.045
H -0.190 0.084 0.064
H -0.128 0.175 -0.575
H -0.586 -0.140 -0.124
H -0.377 -0.065 -0.211
H -0.098 0.032 -0.391

Values from the calculation:
E_HOMO in eV: -6.82
Electronic energy in eV: -70290.0516
Orbital gap in eV: 4.63
Max |F| in eV/Å: 4.73
Net charge: 0

=====

Record 2
DFT (wB97M-V/def2-TZVPD) results for a 4-piece molecular cluster, C37H56ClF6N7O12P overall in a non-equilibrium geometry.

Geometry (Å):
C1 1.96174 -3.21796 2.55199
C2 1.51749 -2.84328 1.32215
C3 1.70960 -1.41378 0.67881
C4 2.91339 -0.86884 1.56109
O1 2.70840 -0.29538 2.59058
C5 4.44372 -0.99260 1.17213
F1 4.76217 -0.30102 -0.00015
F2 5.20619 -0.34803 2.11942
C6 5.02912 -2.43988 1.00006
F3 4.29956 -3.25540 0.16212
F4 6.25418 -2.28242 0.34878
C7 5.33770 -3.25387 2.31170
F5 4.86263 -2.72762 3.47765
F6 4.85432 -4.56159 2.24005
C8 6.92171 -3.41340 2.49782
O2 7.55336 -2.59513 3.06399
O3 7.48738 -4.56737 2.00094
N1 2.24021 -1.40469 -0.70841
C9 1.75958 -2.51398 -1.57710
O4 1.50771 -2.03132 -2.90985
C10 0.76023 -2.98035 -3.66546
C11 -0.01244 -2.14624 -4.77280
O5 -1.01523 -1.37828 -4.05991
C12 -2.31131 -1.97241 -4.18130
C13 -3.19187 -1.81156 -2.88413
O6 -4.51443 -1.35264 -3.17902
C14 -5.40602 -1.57983 -2.08661
C15 -5.73364 -0.29744 -1.24515
C16 2.06800 -0.06552 -1.21448
N2 2.79043 0.46875 -2.16232
P1 4.13497 -0.24797 -3.10206
N3 3.43034 -0.59412 -4.66952
O7 4.60841 -1.74476 -2.53820
N4 1.05391 0.47689 -0.43216
C17 0.97550 1.92086 -0.21949
C18 -0.45837 2.55786 -0.37407
O8 -0.73525 3.49524 0.31677
C19 0.43680 -0.46380 0.58393
C20 -0.17532 0.14263 1.89856
C21 -0.24340 -0.78783 3.14361
O9 -0.70832 -1.86372 3.22326
Cl1 0.41402 -0.11642 4.72264
C22 -0.81092 -0.95042 -0.28356
C23 -1.74070 -2.02921 0.32199
C24 -1.61920 -3.46453 0.20690
C25 -2.56161 -4.40654 0.79788
C26 -3.70379 -3.89875 1.54584
C27 -3.87541 -2.46160 1.67635
C28 -2.92158 -1.55812 1.06439
H1 2.34309 -4.26380 2.66206
H2 1.98157 -2.53433 3.42828
H3 1.02386 -3.64347 0.71573
H4 7.13666 -5.34789 2.46859
H5 0.76421 -2.90927 -1.23253
H6 2.54096 -3.30649 -1.66706
H7 1.37693 -3.75086 -4.19733
H8 -0.03498 -3.52275 -3.09180
H9 -0.48268 -2.79544 -5.54838
H10 0.66864 -1.38754 -5.24745
H11 -2.24548 -3.07612 -4.38015
H12 -2.92030 -1.53153 -5.02195
H13 -3.28854 -2.83078 -2.40582
H14 -2.75367 -1.11094 -2.12907
H15 -5.07626 -2.38160 -1.37338
H16 -6.38355 -1.93326 -2.52033
H17 -6.23410 0.47691 -1.87434
H18 -6.46870 -0.51538 -0.41817
H19 -4.83856 0.14939 -0.73391
H20 2.56756 1.44995 -2.40954
H21 3.38810 -1.61338 -4.80250
H22 2.49053 -0.18996 -4.67861
H23 5.52261 -1.67029 -2.20283
H24 1.62521 2.46274 -0.96729
H25 1.36215 2.26917 0.78050
H26 -1.17472 2.08372 -1.11671
H27 0.32805 1.08318 2.25600
H28 -1.22148 0.47567 1.65193
H29 -1.44923 -0.03112 -0.42058
H30 -0.54628 -1.26508 -1.32780
H31 -0.77774 -3.90731 -0.36713
H32 -2.42825 -5.50154 0.68509
H33 -4.47487 -4.54598 2.00886
H34 -4.72369 -1.98112 2.21680
H35 -3.06939 -0.46157 1.18297
C29 -8.10592 3.88144 -0.76210
C30 -6.72978 3.51595 -1.25404
O10 -6.25208 2.40129 -1.08062
N5 -6.01612 4.46972 -1.90787
C31 -6.40651 5.83385 -2.20783
H36 -8.54875 3.02208 -0.26322
H37 -8.04382 4.70331 -0.04668
H38 -8.74398 4.16107 -1.60223
H39 -5.10618 4.15498 -2.20788
H40 -6.38078 5.97307 -3.29025
H41 -5.68558 6.51139 -1.74626
H42 -7.40196 6.06379 -1.83979
C32 1.41866 4.11767 -3.47474
C33 2.79959 3.78940 -3.98307
O11 3.30817 2.67474 -3.83504
N6 3.48398 4.76006 -4.61816
C34 3.06534 6.12305 -4.89102
H43 0.99375 3.24001 -2.98930
H44 1.46885 4.92717 -2.74429
H45 0.76974 4.39976 -4.30480
H46 4.39934 4.46842 -4.93034
H47 3.08191 6.28104 -5.97017
H48 3.77661 6.80417 -4.42195
H49 2.06814 6.32814 -4.51287
C35 0.82590 2.09831 10.25617
C36 0.47025 1.03837 9.24527
O12 -0.45734 0.26424 9.41562
N7 1.22355 0.96191 8.11231
C37 2.35516 1.78307 7.73036
H50 0.14071 2.03451 11.09858
H51 1.84199 1.94266 10.62337
H52 0.73480 3.09023 9.80963
H53 0.92784 0.23027 7.48330
H54 2.12453 2.27488 6.78263
H55 3.22357 1.13587 7.59045
H56 2.58481 2.53556 8.47911

Atomic forces in eV per Å
C -0.072 0.139 -0.687
C 0.301 -0.391 -0.245
C -0.418 -0.878 1.198
C -0.831 1.030 0.201
O -0.132 -0.023 -0.271
C 1.409 0.559 -0.624
F -0.995 -0.711 1.011
F -1.168 -1.112 -0.744
C 0.673 -0.899 -1.043
F 0.345 1.245 0.902
F -1.235 -0.056 0.777
C 1.285 -1.568 1.171
F -0.041 -0.027 -1.397
F -0.011 1.599 -0.265
C 0.019 -0.844 0.110
O -0.148 0.541 -0.123
O -0.727 0.526 0.459
N -0.661 0.125 -1.339
C -0.127 -0.601 -1.248
O -0.119 -0.513 1.118
C -0.989 0.167 -2.197
C 0.289 0.457 1.221
O -0.211 -0.798 -0.644
C -1.672 -0.114 0.174
C 0.057 -0.376 0.407
O 0.653 -0.568 0.254
C -1.607 0.273 1.032
C -0.109 -0.153 -0.148
C -1.938 -2.052 2.594
N -2.032 -0.651 1.123
P 2.984 0.612 -1.770
N -0.034 -0.388 1.972
O -1.143 0.541 -0.383
N 1.781 2.393 -0.153
C -0.043 1.277 -0.324
C 0.696 -0.746 0.219
O -0.248 -0.133 -0.410
C 0.154 -0.673 -1.164
C 0.548 1.594 0.468
C 0.074 0.140 0.380
O -0.092 -0.047 -0.604
Cl -0.218 0.288 -0.979
C -0.616 -1.308 -0.083
C -2.365 -0.765 1.525
C -0.779 0.114 0.495
C -0.709 2.198 0.494
C 1.117 1.525 -0.785
C 1.620 -0.114 -1.156
C 0.581 -1.676 -0.176
H -1.418 0.741 0.372
H 0.884 -0.444 -0.878
H 1.291 0.757 0.105
H -0.084 0.271 -0.433
H 1.217 0.258 0.132
H -0.605 0.492 0.507
H -0.015 0.596 0.729
H 0.721 0.516 -0.012
H 0.508 0.422 0.560
H -0.538 -0.933 0.323
H 0.187 0.914 0.108
H 0.792 -0.219 0.625
H 0.261 0.975 -0.244
H 0.093 -0.537 -0.683
H 0.166 0.469 -0.832
H 0.971 0.269 0.235
H 0.755 -0.769 0.507
H 0.702 -0.121 -0.837
H -0.686 -0.346 -0.687
H 0.644 -0.452 -0.467
H -0.240 0.510 -0.010
H 0.231 -0.308 -0.338
H -0.555 0.146 -0.057
H -0.621 -0.629 0.631
H -0.375 -0.586 -0.862
H 0.568 0.447 0.456
H -0.191 -1.047 -0.514
H 0.891 -0.555 0.471
H 0.736 -0.811 0.183
H 0.177 0.391 0.924
H -0.677 0.350 0.392
H 0.000 0.972 0.010
H 0.821 0.278 -0.449
H 0.714 -0.795 -0.458
H -0.042 -0.938 -0.165
C -0.056 -0.057 0.035
C 0.245 -0.242 0.002
O -0.121 0.645 0.134
N -0.325 -0.131 0.200
C 0.488 -0.165 -0.169
H 0.142 0.002 -0.065
H -0.117 0.063 -0.111
H -0.022 0.138 0.104
H -0.056 0.036 0.000
H -0.133 0.214 0.045
H -0.173 0.182 -0.045
H 0.059 -0.097 0.007
C 0.039 -0.040 0.060
C 0.390 0.132 -0.261
O -0.442 -0.125 0.378
N -0.364 -0.373 0.284
C 0.428 -0.057 -0.181
H 0.041 0.004 -0.137
H -0.126 0.065 -0.106
H -0.040 0.101 0.121
H -0.027 0.054 -0.009
H -0.114 0.175 0.059
H -0.160 0.139 -0.044
H 0.061 -0.090 0.003
C -0.008 0.036 0.066
C -0.321 -0.334 -0.033
O 0.076 0.103 0.020
N -0.030 0.199 0.275
C -0.189 -0.437 -0.333
H -0.008 -0.102 -0.130
H 0.010 0.167 -0.046
H 0.162 0.012 0.064
H 0.033 0.034 0.087
H 0.211 0.158 0.039
H 0.149 0.225 -0.003
H -0.081 -0.076 0.002

Values from the calculation:
E_HOMO in eV: -10.65
Electronic energy in eV: -112383.7768
Orbital gap in eV: 7.83
Max |F| in eV/Å: 3.83
Net charge: +1